# C40H45N3O4

A cluster of 2 separate species, C40H45N3O4 in total in a non-equilibrium geometry (ωB97M-V with the def2-TZVPD basis set, the OMol25 dataset).

```
92
Properties=species:S:1:pos:R:3:forces:R:3
C 0.384680 -1.613098 7.409626 -0.64 -0.20 0.40
C 0.677424 -1.288717 5.948320 0.22 0.20 -0.08
N -0.493111 -1.275408 5.077165 0.11 0.05 0.02
C -0.333582 -0.811938 3.792359 0.04 0.19 -0.15
C -1.423847 -0.660991 2.893118 0.11 -0.05 0.22
C -1.218725 -0.280579 1.574995 0.70 0.11 -0.16
C 0.089556 -0.049851 1.076468 -0.24 -0.53 1.02
C 0.422179 0.130181 -0.306021 1.18 0.36 -0.44
C 1.467332 -0.649170 -0.888606 -0.14 -0.59 0.11
C 1.647099 -2.013728 -0.516701 0.08 0.40 0.06
C 2.708087 -2.753837 -0.993843 0.10 -0.05 0.00
C 3.694074 -2.148398 -1.809972 -0.13 -0.02 -0.17
N 4.779767 -2.880209 -2.285162 -0.55 0.09 0.02
C 6.099881 -2.256734 -2.284296 0.36 -0.45 0.10
C 6.999683 -2.967480 -3.292257 0.12 -0.04 -0.03
O 7.052876 -4.373842 -3.053886 -0.64 0.33 0.02
C 5.756823 -4.977301 -3.094595 0.32 0.06 -0.25
C 4.770795 -4.335234 -2.121613 0.55 0.15 0.23
C 3.513214 -0.792712 -2.202456 -0.03 -0.10 0.08
C 2.398852 -0.084500 -1.802781 -0.18 0.00 0.17
C 1.164396 -0.117497 2.018810 -0.45 -0.32 -0.66
C 0.962536 -0.468400 3.332144 0.00 0.02 0.00
C -1.776922 -1.831946 5.463446 -0.30 0.33 0.04
C -1.815673 -2.285082 6.914996 0.46 0.16 0.54
O -0.991648 -1.464060 7.755125 0.10 -0.50 -0.62
H 0.723456 -2.644736 7.616425 -0.22 0.27 0.18
H 0.914545 -0.906316 8.060710 -0.02 -0.37 -0.17
H 1.161280 -0.299087 5.937323 -0.26 -0.22 -0.27
H 1.423660 -2.018645 5.589740 -0.12 0.22 -0.04
H -2.443569 -0.856809 3.225272 0.35 -0.03 -0.13
H -2.048671 -0.257437 0.872239 0.04 -0.03 0.26
H 0.050067 0.959740 -0.883739 0.12 0.18 0.10
H 0.923047 -2.477066 0.159936 0.23 0.19 -0.25
H 2.800625 -3.803863 -0.704430 -0.03 0.47 -0.08
H 6.012684 -1.196016 -2.534974 0.09 -0.27 0.05
H 6.576126 -2.344804 -1.285196 -0.28 0.08 -0.22
H 6.632627 -2.746862 -4.313088 0.17 -0.22 0.23
H 8.041461 -2.631512 -3.182793 -0.40 0.06 -0.14
H 5.334669 -4.919986 -4.117579 0.25 0.00 0.27
H 5.943209 -6.028249 -2.830619 -0.30 0.30 -0.12
H 5.050846 -4.619743 -1.092212 -0.10 0.06 -0.10
H 3.771340 -4.726154 -2.336219 0.17 0.12 0.03
H 4.250962 -0.320313 -2.853146 -0.34 -0.14 0.16
H 2.233401 0.951157 -2.116298 0.16 -0.37 0.03
H 2.175279 0.096950 1.672982 -0.24 -0.03 0.05
H 1.828915 -0.516770 3.995870 -0.41 0.04 -0.33
H -2.562733 -1.075392 5.327610 0.20 -0.04 -0.04
H -2.034857 -2.687415 4.821248 0.00 0.14 0.01
H -2.826841 -2.159374 7.321651 0.25 -0.30 -0.22
H -1.506108 -3.348485 6.968458 -0.04 0.39 0.28
C -0.556047 5.647011 1.460269 0.30 0.22 -0.26
C -1.239868 4.363705 1.884629 -0.28 0.09 0.13
C -0.283389 3.460346 2.649283 0.27 -0.24 -0.02
C -2.454686 4.657675 2.758989 -0.28 -0.01 -0.02
O -1.800817 3.669603 0.702195 0.83 -0.05 0.77
C -0.952295 3.096138 -0.183662 0.23 -0.10 -0.36
C -1.684923 2.080034 -0.967198 -0.41 -0.53 1.08
N -1.845377 2.251286 -2.237727 0.07 0.21 -1.39
C -2.564339 1.484001 -3.051384 0.27 -0.02 0.72
C -2.566617 1.795085 -4.466736 -0.30 0.25 -0.19
C -3.282179 1.045956 -5.434013 0.28 0.38 0.18
C -3.352958 1.501331 -6.746499 0.17 0.30 0.13
C -2.747337 2.712484 -7.109258 0.04 -0.16 0.01
C -2.016305 3.442874 -6.162787 -0.11 -0.40 0.19
C -1.914916 2.977798 -4.854234 0.04 0.24 -0.69
C -3.324250 0.365580 -2.491620 -0.01 -0.43 -0.09
C -3.166221 -0.926680 -3.025436 -0.15 0.04 0.58
C -3.799711 -2.007232 -2.412496 -0.13 0.11 0.01
C -4.617576 -1.801801 -1.295898 0.05 -0.07 0.02
C -4.789335 -0.515948 -0.767813 0.19 0.09 -0.28
C -4.147633 0.568056 -1.366962 -0.22 -0.48 -0.08
O 0.233410 3.351256 -0.312248 -0.69 -0.02 0.21
H -1.244545 6.292068 0.899903 0.15 -0.17 0.05
H -0.228392 6.198324 2.349740 -0.04 -0.10 -0.11
H 0.320660 5.408715 0.840852 -0.33 0.23 0.20
H -0.772359 2.511428 2.906368 0.12 0.12 -0.08
H 0.619685 3.262683 2.061472 -0.21 -0.05 0.15
H 0.022991 3.950991 3.584940 -0.15 -0.07 -0.26
H -2.986296 3.725660 3.001954 0.13 0.27 -0.09
H -2.141493 5.131229 3.698767 0.02 -0.13 -0.22
H -3.149519 5.344882 2.259137 0.13 -0.22 0.03
H -2.111286 1.246393 -0.398149 -0.29 0.67 -0.10
H -3.787921 0.126862 -5.137607 0.07 0.36 -0.21
H -3.897004 0.915012 -7.485951 0.09 0.18 0.12
H -2.840120 3.078440 -8.130641 0.05 -0.09 0.20
H -1.521498 4.374057 -6.436836 -0.16 -0.19 -0.02
H -1.360565 3.532402 -4.095599 -0.22 -0.17 -0.31
H -2.525159 -1.062691 -3.900796 -0.17 -0.05 0.42
H -3.647161 -3.010927 -2.813504 -0.15 0.24 0.15
H -5.133069 -2.647375 -0.837454 0.19 0.21 -0.10
H -5.412613 -0.347058 0.113222 0.10 -0.14 -0.31
H -4.292137 1.578060 -0.972767 0.10 -0.38 -0.18
```
Positions in Å, forces in eV/Å.

The calculation puts the total energy at -2016.28369 a.u.